[1]
ORCA calculation (ωB97M-V with the def2-TZVPD basis set) on a 11-piece molecular cluster, C25H33F7N4O29 overall in a non-equilibrium geometry.

Structure (XYZ):
```
98
C25H33F7N4O29 | the OMol25 dataset | ωB97M-V with the def2-TZVPD basis set
C -15.317 12.128 0.751
C -15.301 13.147 1.805
O -15.533 12.488 3.056
C -15.559 11.206 2.837
O -15.492 10.298 3.657
O -15.747 11.035 1.520
F -16.245 14.035 1.570
H -14.375 11.909 0.247
H -16.013 12.369 -0.053
H -14.354 13.672 1.686
C -13.528 7.696 9.330
C -14.829 7.305 8.809
O -15.564 7.201 10.008
C -14.677 6.934 11.022
O -15.059 6.642 12.130
O -13.488 7.150 10.652
F -14.767 6.086 8.235
H -13.321 8.763 9.417
H -12.785 7.216 8.693
H -15.234 7.996 8.069
C -14.107 2.387 1.742
C -15.385 3.055 1.302
O -15.546 4.023 2.212
C -14.402 4.347 2.738
O -14.280 5.400 3.426
O -13.545 3.424 2.532
F -16.440 2.259 1.303
H -13.405 2.274 0.916
H -14.309 1.408 2.176
H -15.291 3.464 0.296
C -9.335 5.174 9.987
C -9.191 6.345 10.921
O -9.211 7.451 10.013
C -10.081 7.141 9.030
O -10.590 7.876 8.189
O -10.177 5.730 9.027
F -7.989 6.309 11.544
H -9.805 4.280 10.395
H -8.361 4.942 9.557
H -10.015 6.403 11.632
C -6.687 6.166 6.110
C -5.383 6.614 6.714
O -5.313 5.821 7.861
C -6.136 4.797 7.801
O -5.947 3.686 8.374
O -6.930 4.957 6.748
F -5.518 7.874 6.980
H -6.622 6.179 5.022
H -7.462 6.890 6.365
H -4.493 6.461 6.104
C -17.357 8.232 5.165
C -17.943 7.492 4.037
O -17.746 6.158 4.445
C -17.657 6.063 5.748
O -17.532 5.040 6.445
O -17.686 7.355 6.278
F -17.365 7.698 2.856
H -17.719 9.261 5.163
H -16.282 8.391 5.083
H -18.986 7.746 3.848
C -12.820 8.414 3.938
C -12.842 8.991 5.307
O -11.494 8.939 5.630
C -10.839 8.124 4.821
O -9.680 7.813 4.993
O -11.671 7.632 3.941
F -13.431 8.151 6.096
H -12.609 9.137 3.151
H -13.695 7.802 3.722
H -13.213 9.989 5.539
C -12.259 4.968 6.471
N -11.646 3.636 6.285
O -12.291 2.848 5.596
O -10.674 3.394 7.006
H -13.258 4.795 6.870
H -12.385 5.325 5.449
H -11.612 5.645 7.029
C -14.785 12.510 6.483
N -15.631 11.372 6.872
O -15.166 10.311 6.649
O -16.694 11.691 7.401
H -15.318 13.460 6.491
H -14.368 12.346 5.489
H -14.098 12.637 7.320
C -10.691 5.275 2.176
N -11.171 6.059 1.032
O -10.421 6.237 0.123
O -12.345 6.501 1.096
H -11.532 4.804 2.685
H -10.141 5.937 2.845
H -10.097 4.393 1.936
C -10.403 12.881 3.515
N -11.299 11.991 2.626
O -12.468 12.294 2.661
O -10.843 10.965 2.228
H -10.160 13.806 2.992
H -9.543 12.301 3.851
H -11.071 13.060 4.357
```

The value obtained for the HOMO-LUMO gap (spin up / spin down) is 3.3 / 7.5 eV. The calculation puts the highest occupied orbital energy (spin up / spin down) at -1.3 / -5.4 eV. As for the multiplicity: 2. Its total charge is -1. As for the expectation value of S²: 0.75. The value obtained for the LUMO energy (spin up / spin down) is 2.0 / 2.0 eV. The total energy is -110807.8932 eV.

Mulliken population analysis, charges in e, atoms 1 to 6:
1 C -0.408
2 C 0.549
3 O -0.256
4 C 0.507
5 O -0.391
6 O -0.390


[2]
ORCA calculation (ωB97M-V with the def2-TZVPD basis set) on a 8-piece molecular cluster, C25H33FO24 overall in a non-equilibrium geometry.

Structure (XYZ):
```
83
C25H33FO24 | the OMol25 dataset | ωB97M-V with the def2-TZVPD basis set
C -12.277 -12.261 -17.281
C -11.008 -12.921 -17.962
O -11.593 -14.106 -18.555
C -12.632 -14.410 -17.888
O -13.165 -15.498 -18.073
O -13.114 -13.390 -17.184
H -12.803 -11.523 -17.885
H -12.022 -11.950 -16.268
H -10.042 -13.054 -17.474
H -10.657 -12.227 -18.726
C -17.792 -18.109 -17.117
C -17.049 -19.332 -17.569
O -16.088 -18.714 -18.392
C -16.694 -17.577 -18.900
O -16.259 -17.053 -19.869
O -17.784 -17.278 -18.208
H -17.422 -17.563 -16.249
H -18.848 -18.340 -16.978
H -17.681 -20.074 -18.058
H -16.535 -19.667 -16.668
C -13.092 -14.934 -21.703
C -14.194 -15.497 -22.540
O -14.985 -14.381 -22.900
C -14.587 -13.265 -22.286
O -15.238 -12.244 -22.360
O -13.522 -13.559 -21.496
H -12.156 -14.982 -22.260
H -13.117 -15.385 -20.710
H -14.824 -16.174 -21.963
H -13.932 -15.964 -23.490
C -9.739 -12.480 -22.396
C -9.038 -12.690 -23.660
O -9.883 -13.403 -24.493
C -11.052 -13.315 -23.998
O -12.085 -13.780 -24.507
O -11.061 -12.653 -22.880
H -9.590 -11.475 -22.002
H -9.546 -13.189 -21.591
H -8.130 -13.265 -23.474
H -8.832 -11.680 -24.014
C -7.619 -16.977 -23.334
C -8.847 -17.938 -23.563
O -9.879 -17.376 -22.772
C -9.414 -16.424 -22.026
O -10.063 -15.921 -21.079
O -8.161 -16.104 -22.359
H -7.400 -16.356 -24.202
H -6.753 -17.446 -22.868
H -8.629 -18.982 -23.340
H -9.191 -17.897 -24.596
C -18.528 -12.132 -23.303
C -18.453 -13.005 -22.069
O -18.021 -12.109 -21.055
C -18.093 -10.801 -21.497
O -18.161 -9.815 -20.760
O -18.325 -10.827 -22.820
H -19.522 -12.076 -23.748
H -17.706 -12.171 -24.017
H -17.622 -13.701 -22.181
H -19.377 -13.563 -21.914
C -14.279 -14.698 -27.110
C -15.202 -13.504 -26.987
C -14.744 -12.383 -26.077
O -14.958 -11.296 -26.833
C -15.259 -11.551 -28.092
O -15.492 -10.721 -28.969
O -15.331 -12.881 -28.273
H -14.824 -15.355 -27.788
H -14.006 -15.280 -26.230
H -13.397 -14.259 -27.577
H -16.208 -13.818 -26.706
H -13.692 -12.540 -25.839
H -15.297 -12.349 -25.139
C -13.139 -10.286 -20.936
C -13.472 -8.940 -21.452
O -13.564 -8.259 -20.185
C -12.712 -8.815 -19.322
O -12.345 -8.299 -18.301
O -12.193 -9.872 -19.833
F -14.667 -8.964 -22.082
H -12.545 -10.817 -21.681
H -13.980 -10.946 -20.723
H -12.698 -8.457 -22.048
```

For the energy relative to the best compared isomer or geometry (same formula, charge and spin), the calculation gives 47.0 kcal per mole. The value obtained for the HOMO-LUMO gap is 10.1 eV. The calculation puts the highest occupied orbital energy at -10.2 eV. Its structure (SMILES) is O=C1OC[C@@H](F)O1.C[C@H]1COC(=O)O1.O=C1OCCO1.O=C1OCCO1.O=C1OCCO1.O=C1OCCO1.O=C1OCCO1.O=C1OCCO1. Its total charge is 0. The value obtained for the LUMO energy is 0.0 eV. The total energy is -78315.3693 eV.

Mulliken population analysis, charges in e, atoms 1 to 6:
1 C -0.102
2 C -0.210
3 O -0.243
4 C 0.697
5 O -0.617
6 O -0.356


[3]
ORCA calculation (ωB97M-V with the def2-TZVPD basis set) on an isolated molecule of C25H33NO5.

Structure (XYZ):
```
64
C25H33NO5 | the OMol25 dataset | ωB97M-V with the def2-TZVPD basis set
C 1.669 -2.568 -4.054
C 2.332 -2.053 -2.787
H 2.580 -0.991 -2.901
H 3.237 -2.622 -2.558
O 1.507 -2.205 -1.632
C 0.599 -1.247 -1.397
O 0.387 -0.338 -2.153
C -0.048 -1.436 -0.025
C 1.073 -1.433 1.033
C 1.717 -0.045 1.147
N 0.774 1.002 1.471
C -0.279 1.051 0.476
C -1.016 -0.280 0.260
H -1.691 -0.156 -0.586
H -1.605 -0.523 1.148
H -0.997 1.818 0.776
H 0.176 1.358 -0.469
C 0.288 0.974 2.840
C -0.383 2.275 3.194
C -1.567 2.309 3.908
C -2.156 3.521 4.236
C -1.567 4.709 3.844
C -0.365 4.682 3.114
C 0.216 3.469 2.801
H 1.128 3.405 2.231
O 0.108 5.928 2.764
C 1.365 6.036 2.129
C 2.530 5.847 3.096
H 2.511 4.851 3.531
H 3.469 5.986 2.568
H 2.466 6.576 3.901
H 1.376 7.052 1.724
H 1.432 5.329 1.294
O -2.148 5.897 4.161
H -1.591 6.598 3.796
H -3.077 3.562 4.793
H -2.040 1.389 4.218
H -0.408 0.144 3.043
H 1.160 0.838 3.491
H 2.501 -0.062 1.910
H 2.180 0.219 0.191
H 1.829 -2.174 0.775
H 0.645 -1.707 2.001
C -0.750 -2.809 0.024
C -2.073 -2.879 -0.745
O -1.980 -2.487 -2.095
C -1.622 -3.392 -3.047
C -1.169 -4.684 -2.808
C -0.855 -5.512 -3.874
C -0.983 -5.071 -5.177
C -1.431 -3.780 -5.417
C -1.748 -2.948 -4.365
H -2.100 -1.942 -4.530
H -1.535 -3.423 -6.431
H -0.735 -5.724 -6.000
H -0.504 -6.514 -3.674
H -1.052 -5.061 -1.804
H -2.793 -2.184 -0.305
H -2.488 -3.892 -0.665
H -0.972 -3.056 1.065
H -0.052 -3.555 -0.360
H 2.365 -2.486 -4.884
H 1.375 -3.607 -3.937
H 0.783 -1.979 -4.275
```

For the energy relative to the best compared isomer or geometry (same formula, charge and spin), the calculation gives 2.3 kcal per mole. The value obtained for the HOMO-LUMO gap is 8.7 eV. The calculation puts the highest occupied orbital energy at -8.0 eV. Its structure (SMILES) is CCOC(=O)C1(CCOc2ccccc2)CCN(Cc2ccc(O)c(OCC)c2)CC1. Its total charge is 0. The value obtained for the LUMO energy is 0.7 eV. The total energy is -38188.4419 eV.

Mulliken population analysis, charges in e, atoms 1 to 6:
1 C -0.947
2 C -0.395
3 H 0.328
4 H 0.406
5 O -0.229
6 C -0.416


[4]
ORCA calculation (ωB97M-V with the def2-TZVPD basis set) on C25H33O2TeTi as an isolated structure in a non-equilibrium geometry.

Structure (XYZ):
```
62
C25H33O2TeTi | the OMol25 dataset | ωB97M-V with the def2-TZVPD basis set
O -0.266 1.580 -1.408
C 0.831 1.863 -2.310
C 0.433 3.308 -2.544
H 0.649 1.181 -3.149
H 1.792 1.554 -1.954
C -1.090 2.761 -1.988
H 0.635 3.811 -3.535
H 0.685 4.075 -1.736
C -2.144 1.986 -2.843
H -1.806 1.018 -3.253
H -2.505 2.540 -3.719
H -3.090 1.757 -2.271
C -1.882 3.568 -0.892
H -1.209 4.254 -0.335
H -2.532 2.945 -0.212
H -2.602 4.326 -1.329
Ti 0.048 -0.338 0.577
C 0.565 1.540 2.284
C 1.449 0.424 2.218
C 2.185 0.545 0.980
H 1.674 -0.225 3.062
C 1.854 1.824 0.396
C 0.783 2.357 1.139
H 0.232 3.255 0.905
H -0.042 1.811 3.144
H 2.959 -0.123 0.620
H 2.448 2.334 -0.347
C -1.422 -0.525 2.252
C -1.954 0.628 1.622
C -2.437 0.251 0.333
H -2.034 1.634 2.036
C -2.137 -1.103 0.114
C -1.590 -1.635 1.340
H -1.460 -2.689 1.569
H -0.999 -0.561 3.243
H -3.117 0.854 -0.252
H -2.351 -1.669 -0.787
O -0.445 -1.312 -2.346
C -0.702 -0.747 -3.699
C 0.131 -1.459 -4.750
H -0.493 0.359 -3.729
H -1.748 -0.824 -4.060
C 1.075 -2.402 -4.001
H 0.653 -0.835 -5.490
H -0.645 -2.055 -5.233
C 0.697 -2.282 -2.501
H 2.120 -2.093 -4.092
H 1.015 -3.438 -4.385
H 1.635 -1.934 -1.964
H 0.381 -3.287 -2.113
Te 1.235 -2.552 1.113
C 1.274 -2.611 3.306
C 0.141 -2.859 4.090
C 0.172 -2.631 5.477
C 1.347 -2.205 6.100
C 2.511 -2.045 5.329
C 2.490 -2.290 3.953
H -0.799 -3.164 3.626
H -0.744 -2.715 6.070
H 1.346 -1.944 7.161
H 3.416 -1.669 5.814
H 3.388 -2.124 3.353
```

For the energy relative to the best compared isomer or geometry (same formula, charge and spin), the calculation gives 118.3 kcal per mole. The value obtained for the HOMO-LUMO gap is 6.2 eV. The calculation puts the highest occupied orbital energy at -10.1 eV. Its total charge is +1. The value obtained for the LUMO energy is -3.8 eV. The total energy is -60952.3251 eV.

Mulliken population analysis, charges in e, atoms 1 to 6:
1 O -0.197
2 C -0.547
3 C -0.544
4 H -0.064
5 H 0.629
6 C 0.760